{"formula": "C42H108N4O18S6", "method": "ωB97M-V with the def2-TZVPD basis set", "e_tot_ev": -153128.5151, "smiles": "CCOS(C)(=O)=O.CCOS(C)(=O)=O.CCOS(C)(=O)=O.CCOS(C)(=O)=O.CCOS(C)(=O)=O.CCOS(C)(=O)=O.CCN(CC)CC.CCN(CC)CC.CCN(CC)CC.CCN(CC)CC", "species": ["C", "C", "N", "C", "C", "C", "C", "H", "H", "H", "H", "H", "H", "H", "H", "H", "H", "H", "H", "H", "H", "H", "C", "C", "N", "C", "C", "C", "C", "H", "H", "H", "H", "H", "H", "H", "H", "H", "H", "H", "H", "H", "H", "H", "C", "C", "N", "C", "C", "C", "C", "H", "H", "H", "H", "H", "H", "H", "H", "H", "H", "H", "H", "H", "H", "H", "C", "C", "N", "C", "C", "C", "C", "H", "H", "H", "H", "H", "H", "H", "H", "H", "H", "H", "H", "H", "H", "H", "O", "S", "O", "O", "C", "C", "C", "H", "H", "H", "H", "H", "H", "H", "H", "O", "S", "O", "O", "C", "C", "C", "H", "H", "H", "H", "H", "H", "H", "H", "O", "S", "O", "O", "C", "C", "C", "H", "H", "H", "H", "H", "H", "H", "H", "O", "S", "O", "O", "C", "C", "C", "H", "H", "H", "H", "H", "H", "H", "H", "O", "S", "O", "O", "C", "C", "C", "H", "H", "H", "H", "H", "H", "H", "H", "O", "S", "O", "O", "C", "C", "C", "H", "H", "H", "H", "H", "H", "H", "H"], "xyz": [[-2.968, 0.790, -6.614], [-2.835, -0.627, -6.011], [-2.374, -0.640, -4.618], [-0.945, -0.842, -4.478], [-0.010, 0.356, -4.745], [-2.988, 0.233, -3.647], [-4.506, 0.012, -3.586], [-2.005, 1.301, -6.606], [-3.695, 1.420, -6.108], [-3.234, 0.666, -7.667], [-3.857, -1.019, -5.953], [-2.211, -1.307, -6.584], [-0.750, -1.111, -3.430], [-0.606, -1.720, -5.028], [-0.282, 1.165, -4.064], [1.027, 0.042, -4.676], [-0.099, 0.737, -5.766], [-2.740, 1.286, -3.835], [-2.604, -0.042, -2.663], [-4.993, 0.603, -2.809], [-4.743, -1.021, -3.321], [-5.011, 0.272, -4.517], [-3.831, 6.513, 2.122], [-2.459, 6.121, 2.669], [-1.858, 5.068, 1.857], [-2.670, 3.859, 1.730], [-3.053, 3.241, 3.071], [-0.476, 4.805, 2.279], [0.450, 5.851, 1.639], [-4.170, 7.469, 2.520], [-4.576, 5.726, 2.221], [-3.737, 6.688, 1.045], [-1.808, 6.995, 2.654], [-2.557, 5.785, 3.710], [-3.517, 3.963, 1.051], [-2.010, 3.104, 1.289], [-3.867, 3.724, 3.614], [-3.299, 2.184, 2.964], [-2.167, 3.267, 3.711], [-0.131, 3.879, 1.810], [-0.378, 4.740, 3.367], [0.294, 5.817, 0.562], [1.513, 5.687, 1.823], [0.213, 6.863, 1.973], [-0.774, 0.443, 2.889], [-0.284, -0.740, 2.065], [-0.929, -0.884, 0.767], [-0.554, -2.137, 0.125], [-1.294, -3.345, 0.726], [-0.728, 0.210, -0.186], [0.735, 0.535, -0.483], [-0.696, 0.247, 3.959], [-1.839, 0.666, 2.817], [-0.114, 1.304, 2.763], [0.804, -0.636, 1.946], [-0.488, -1.636, 2.650], [-0.690, -2.166, -0.957], [0.525, -2.329, 0.248], [-2.369, -3.185, 0.616], [-1.024, -4.302, 0.278], [-1.073, -3.488, 1.786], [-1.254, 1.065, 0.257], [-1.304, 0.029, -1.094], [1.133, 1.108, 0.360], [0.889, 1.132, -1.382], [1.351, -0.361, -0.577], [3.527, -6.972, 4.957], [3.465, -5.438, 5.017], [2.374, -4.961, 4.144], [2.789, -4.964, 2.741], [1.639, -4.709, 1.766], [1.839, -3.647, 4.531], [0.874, -3.806, 5.734], [3.812, -7.307, 3.965], [2.525, -7.260, 5.269], [4.246, -7.332, 5.694], [3.229, -5.130, 6.038], [4.372, -4.893, 4.731], [3.166, -5.959, 2.471], [3.702, -4.395, 2.502], [1.437, -3.644, 1.658], [0.733, -5.221, 2.078], [1.982, -5.077, 0.796], [2.596, -2.893, 4.783], [1.270, -3.220, 3.708], [0.419, -4.789, 5.754], [1.423, -3.550, 6.641], [0.140, -3.004, 5.613], [-1.632, 2.797, -2.045], [-0.649, 3.853, -2.175], [0.666, 3.829, -1.610], [-0.446, 4.159, -3.748], [-1.609, 4.156, -4.591], [-1.275, 4.937, -5.839], [-1.482, 5.404, -1.675], [-2.555, 4.448, -4.138], [-1.724, 3.110, -4.894], [-0.694, 4.368, -6.569], [-0.699, 5.841, -5.642], [-2.165, 5.193, -6.418], [-0.697, 6.153, -1.715], [-1.772, 5.185, -0.643], [-2.368, 5.653, -2.249], [5.067, 1.424, -3.792], [3.679, 1.330, -4.151], [3.253, 1.584, -5.505], [3.103, -0.079, -3.623], [3.889, -0.859, -2.702], [3.331, -2.275, -2.703], [2.731, 2.415, -3.058], [3.892, -0.511, -1.664], [4.922, -0.779, -3.039], [2.249, -2.242, -2.568], [3.835, -2.876, -1.949], [3.476, -2.747, -3.677], [1.682, 2.297, -3.294], [3.065, 3.443, -3.199], [2.967, 2.229, -2.011], [1.094, 2.724, 5.531], [1.910, 1.610, 5.137], [1.404, 0.269, 5.159], [2.514, 1.887, 3.668], [2.899, 3.195, 3.294], [3.234, 3.206, 1.818], [3.455, 1.676, 6.066], [3.771, 3.555, 3.853], [2.149, 3.966, 3.503], [4.146, 2.614, 1.699], [3.372, 4.226, 1.466], [2.462, 2.736, 1.208], [4.124, 0.976, 5.566], [3.302, 1.381, 7.099], [3.861, 2.678, 5.955], [-7.333, -2.542, 0.798], [-5.918, -2.362, 0.668], [-5.159, -3.223, -0.204], [-5.657, -0.790, 0.300], [-4.301, -0.336, 0.108], [-4.438, 1.173, -0.091], [-5.159, -2.413, 2.312], [-3.923, -0.836, -0.787], [-3.648, -0.551, 0.953], [-4.501, 1.654, 0.891], [-5.393, 1.429, -0.547], [-3.582, 1.613, -0.603], [-5.220, -3.449, 2.652], [-5.782, -1.854, 3.004], [-4.105, -2.174, 2.216], [-2.268, -5.729, -2.133], [-1.863, -4.641, -2.977], [-0.531, -4.075, -2.812], [-2.039, -5.180, -4.530], [-1.302, -4.411, -5.513], [-1.357, -5.100, -6.845], [-3.129, -3.318, -3.010], [-0.276, -4.285, -5.171], [-1.842, -3.459, -5.554], [-0.890, -6.084, -6.800], [-0.802, -4.499, -7.566], [-2.377, -5.213, -7.211], [-2.802, -2.448, -2.445], [-4.021, -3.785, -2.601], [-3.269, -2.989, -4.034], [6.088, -0.379, 5.271], [6.321, -1.426, 4.313], [6.897, -2.681, 4.728], [4.904, -1.725, 3.590], [4.209, -0.626, 3.002], [3.920, -0.891, 1.533], [7.399, -0.748, 3.023], [4.775, 0.304, 3.122], [3.289, -0.462, 3.561], [3.444, -0.029, 1.070], [3.196, -1.710, 1.483], [4.840, -1.267, 1.085], [7.521, -1.459, 2.211], [8.327, -0.618, 3.574], [6.958, 0.192, 2.708]], "forces_ev_per_angstrom": [[0.86, -0.72, -0.67], [-1.27, 1.24, 1.54], [0.92, -1.08, -0.67], [0.58, 0.49, 0.95], [-0.60, -0.24, -0.71], [-0.68, -0.17, -0.34], [-0.13, 0.20, 0.16], [0.00, 0.09, 0.06], [-0.14, -0.15, 0.05], [-0.24, 0.26, 0.04], [0.08, -0.30, -0.50], [0.06, 0.13, -0.18], [-0.15, -0.12, 0.04], [-0.21, 0.08, -0.31], [0.35, 0.06, 0.10], [0.02, 0.12, 0.46], [-0.17, 0.01, -0.02], [-0.16, 0.08, 0.25], [0.29, 0.16, -0.04], [0.28, 0.23, 0.01], [0.10, -0.10, -0.26], [0.04, -0.12, -0.06], [0.41, 0.25, -0.73], [-0.62, -0.33, -0.16], [0.17, 0.15, -0.36], [0.64, -0.68, 0.62], [0.01, -0.16, 0.35], [0.27, 0.31, -1.05], [-0.26, 0.35, 0.25], [-0.19, -0.22, 0.36], [-0.09, 0.12, 0.35], [0.09, -0.05, -0.01], [0.05, -0.04, 0.03], [0.05, 0.15, 0.12], [-0.02, 0.34, 0.06], [-0.07, 0.15, -0.39], [-0.02, 0.12, -0.16], [-0.21, 0.07, -0.09], [-0.07, -0.03, 0.11], [-0.34, -0.35, 0.38], [0.15, -0.03, 0.08], [0.07, 0.00, -0.02], [-0.07, -0.14, 0.17], [0.07, 0.01, 0.01], [0.13, 0.10, 0.83], [-0.26, 0.33, 0.06], [-0.43, -0.43, -1.11], [0.50, -1.47, 0.77], [-0.13, 0.22, 0.12], [-0.37, 0.61, 0.81], [0.14, 0.25, 0.27], [0.34, -0.36, -0.07], [0.09, 0.17, -0.77], [-0.51, 0.34, -0.35], [0.15, -0.24, 0.12], [0.13, -0.20, -0.23], [-0.34, 0.52, 0.01], [0.09, 0.08, -0.03], [-0.03, -0.16, -0.02], [0.02, 0.18, -0.37], [-0.06, 0.25, 0.05], [0.40, 0.29, -0.12], [0.18, -0.40, -0.01], [0.14, 0.01, -0.09], [-0.26, -0.01, 0.04], [-0.11, -0.13, -0.07], [0.25, 1.22, 0.60], [-0.68, 0.34, -0.37], [0.37, 0.72, -0.59], [-0.01, -1.26, -0.27], [0.89, 0.38, 0.00], [-0.54, -0.77, 0.59], [0.79, 1.35, -0.53], [-0.21, -0.30, 0.02], [0.05, -0.57, -0.33], [0.06, -0.15, -0.10], [-0.02, -0.05, 0.01], [0.40, -0.33, 0.08], [-0.31, -0.19, 0.45], [-0.23, 0.84, 0.26], [-0.17, -0.01, -0.03], [0.03, -0.10, -0.02], [-0.35, 0.03, -0.12], [0.32, -0.11, -0.04], [0.06, -0.22, -0.19], [-0.07, -0.02, 0.08], [-0.21, -0.47, 0.26], [-0.32, -0.28, 0.26], [1.21, 0.27, 0.15], [-2.18, 1.67, -1.02], [-0.54, -0.35, -0.03], [0.33, 0.06, 1.21], [0.11, -1.33, -1.29], [0.14, 0.32, -0.80], [0.94, -1.25, 0.58], [0.35, 0.35, 0.50], [-0.32, 0.04, 0.15], [0.24, -0.24, 0.41], [-0.23, 0.08, 0.18], [-0.18, 0.16, 0.39], [-0.19, 0.21, 0.01], [0.04, 0.35, 0.12], [0.14, -0.21, -0.29], [-0.16, -0.21, -0.27], [-0.62, 1.21, 0.90], [0.20, -0.81, 1.08], [-0.03, 0.48, -0.50], [0.67, -0.71, 0.11], [0.00, 0.37, -0.84], [0.86, 0.03, -0.37], [-0.47, 0.66, -0.19], [0.02, -0.37, 0.04], [0.04, -0.10, 0.42], [-0.17, -0.02, 0.13], [0.16, 0.00, 0.03], [0.00, -0.01, 0.04], [-0.13, -0.04, -0.52], [-0.16, -0.57, -0.08], [0.00, -0.40, -0.40], [1.09, 0.53, 1.08], [0.30, 0.58, -0.42], [-0.75, -0.77, 0.32], [0.13, 1.81, -0.29], [0.17, -0.68, 0.16], [-0.38, -0.32, -0.86], [0.09, -0.47, 0.10], [-0.45, -0.58, 0.11], [0.06, 0.21, -0.36], [0.19, -0.03, 0.02], [-0.14, 0.09, 0.12], [0.03, -0.10, 0.19], [-0.16, 0.12, 0.02], [-0.10, 0.07, 0.26], [0.57, 0.43, -0.23], [0.73, 0.43, 0.78], [-0.21, 0.70, 0.17], [-0.69, -1.50, 0.52], [-0.18, 0.54, -0.82], [0.00, 0.06, 0.89], [-0.64, -0.99, -0.58], [0.17, 0.02, 0.09], [-0.07, -0.19, -0.01], [0.14, -0.06, 0.02], [0.19, -0.16, -0.50], [-0.09, -0.09, -0.22], [-0.01, -0.08, -0.29], [0.34, 0.52, -0.13], [-0.07, 0.40, 0.22], [0.05, 0.65, -0.55], [0.10, 0.30, -0.79], [-1.22, -0.35, -0.29], [0.69, -0.03, 1.40], [-0.64, 0.18, 0.26], [0.02, -0.23, -0.18], [0.55, -0.82, 0.13], [-0.08, 0.15, 0.01], [0.47, 0.22, -0.21], [-0.03, 0.01, 0.03], [-0.01, 0.00, -0.02], [-0.01, 0.00, 0.08], [0.11, -0.23, 0.28], [-0.06, 0.18, 0.07], [0.05, -0.12, -0.04], [0.10, -0.15, -0.20], [0.17, -0.42, -0.28], [-0.95, 0.89, -0.42], [1.43, -0.63, 0.30], [-0.51, 1.13, -0.12], [-0.18, -0.96, 0.90], [-0.85, -0.35, 0.81], [0.13, -0.15, 0.02], [0.00, -0.29, 0.03], [0.38, 0.13, -0.20], [0.01, -0.04, -0.11], [-0.07, 0.45, -0.50], [-0.07, -0.05, 0.03], [0.10, 0.20, -0.19], [0.25, 0.06, -0.12]], "lowdin_charge": [-0.075, -0.218, -0.208, -0.234, -0.048, -0.246, -0.059, 0.048, 0.064, 0.074, 0.103, 0.110, 0.102, 0.098, 0.057, 0.050, 0.071, 0.090, 0.083, 0.063, 0.071, 0.067, -0.080, -0.250, -0.204, -0.257, -0.081, -0.242, -0.065, 0.073, 0.065, 0.073, 0.106, 0.114, 0.106, 0.092, 0.074, 0.050, 0.076, 0.106, 0.113, 0.053, 0.055, 0.066, -0.071, -0.228, -0.166, -0.251, -0.067, -0.235, -0.049, 0.062, 0.058, 0.060, 0.104, 0.104, 0.093, 0.093, 0.060, 0.071, 0.055, 0.092, 0.083, 0.057, 0.046, 0.065, -0.075, -0.242, -0.187, -0.265, -0.087, -0.243, -0.072, 0.057, 0.075, 0.068, 0.109, 0.110, 0.100, 0.111, 0.027, 0.084, 0.081, 0.108, 0.082, 0.073, 0.063, 0.061, -0.289, 0.609, -0.279, -0.261, -0.271, -0.059, -0.086, 0.118, 0.092, 0.081, 0.083, 0.083, 0.070, 0.041, 0.065, -0.289, 0.613, -0.271, -0.284, -0.261, -0.050, -0.126, 0.105, 0.109, 0.072, 0.080, 0.082, 0.026, 0.080, 0.065, -0.276, 0.593, -0.272, -0.277, -0.285, -0.053, -0.088, 0.122, 0.105, 0.077, 0.080, 0.064, 0.039, 0.081, 0.066, -0.271, 0.615, -0.291, -0.267, -0.254, -0.052, -0.105, 0.096, 0.092, 0.064, 0.082, 0.061, 0.075, 0.074, 0.046, -0.273, 0.645, -0.316, -0.263, -0.287, -0.064, -0.088, 0.112, 0.086, 0.084, 0.083, 0.082, 0.047, 0.063, 0.047, -0.291, 0.611, -0.275, -0.258, -0.290, -0.040, -0.099, 0.099, 0.091, 0.066, 0.070, 0.083, 0.074, 0.072, 0.059]}